[1]
The following is a DFT calculation (ωB97M-V/def2-TZVPD) of C36H52N9O2SScSi as an isolated structure at a distorted geometry.

Cartesian coordinates (Å):
C1 -4.06359 -0.79671 0.33611
H1 4.98801 -0.90661 2.14551
C2 -2.06579 3.99219 3.79681
H2 0.00281 -0.95061 -3.59199
N1 2.98511 -1.28681 2.40101
C3 0.95801 1.59789 -5.49409
Sc1 0.34051 1.17599 0.20871
N2 -8.50729 -1.16771 -1.28059
C4 0.43511 0.03529 -3.76399
H3 -8.86619 0.58939 -0.31499
C5 -0.21149 0.79519 -4.92839
C6 0.35131 4.64919 -0.31579
N3 2.13711 3.04049 0.19861
H4 3.09001 1.02499 -5.48379
C7 -6.79989 -1.82861 0.77741
N4 1.88301 -0.02981 -4.08279
H5 -4.81709 -0.90821 -0.42889
H6 2.26381 0.59219 -3.30549
C8 0.35591 0.85759 -2.46099
C9 -1.81989 3.59669 0.03031
H7 -0.26759 -3.50101 -2.86669
H8 0.39991 -2.66551 1.78431
H9 6.23681 -3.48551 1.34371
C10 -7.88519 -2.33001 -1.27069
H10 -2.74899 0.30039 -0.93139
C11 -3.20439 -1.16141 2.52381
H11 -0.59609 0.10079 -5.67239
N5 4.28551 -1.61241 2.29471
C12 2.09461 0.58909 -5.41279
N6 -1.89409 0.07399 0.92751
H12 0.39251 0.65919 3.98271
C13 -1.00849 3.17239 4.15131
H13 1.80461 3.85049 2.10161
N7 -0.49419 3.47789 -0.58129
H14 1.96091 4.05639 -1.61619
C14 2.59091 3.31319 1.56551
H15 3.60141 1.42009 1.69801
H16 -2.46169 2.79859 -0.36579
C15 -2.38689 4.12589 2.45231
H17 -2.61459 4.54029 4.54821
C16 -2.08259 -0.46351 2.14371
C17 -8.31809 -0.34031 -0.27069
C18 4.49731 -2.94001 2.43571
H18 2.91371 2.58799 -0.28629
C19 -0.33149 2.47109 3.15821
H19 2.00651 0.19869 2.50991
H20 1.17051 2.46079 -4.86239
H21 -1.28859 -0.31461 2.85891
H22 3.70311 -3.79731 -3.48249
C20 0.81701 1.55759 3.52071
H23 -3.29119 -1.56361 3.51971
H24 1.41041 2.05849 4.29981
C21 2.86631 1.99179 2.27431
H25 3.50181 3.92779 1.57871
C22 -7.47069 -0.61601 0.79531
H26 0.08741 5.50299 -0.95439
H27 0.49231 -1.60151 3.19541
H28 3.02571 -4.53051 2.81161
N8 -0.65349 2.58729 1.87071
H29 0.78041 1.94309 -6.50699
H30 -0.14539 -4.64521 -1.54709
O1 -0.71689 0.96219 -1.85129
C23 -4.24899 -1.34051 1.60941
C24 3.25531 -3.49881 2.64011
O2 1.42671 1.39369 -2.08899
H31 2.47471 -2.78511 -4.14919
H32 3.79951 -4.02391 -0.09259
C25 3.07661 -2.94191 -3.25349
H33 1.98091 -0.17031 -6.18809
H34 2.47411 5.09359 -0.26469
C26 0.40751 -4.18981 -2.36319
C27 5.83311 -3.57741 2.35211
C28 1.53971 -1.76151 -0.84639
N9 1.65201 1.17399 2.37871
H35 -7.33939 0.08159 1.60781
C29 1.81481 4.26169 -0.55179
C30 2.95001 -4.51931 -0.55309
C31 -7.01519 -2.72191 -0.25839
H36 5.73991 -4.63441 2.58701
H37 6.53681 -3.12791 3.05101
H38 -0.69319 3.08459 5.17921
H39 3.32061 -5.38751 -1.09109
H40 3.74991 -2.10351 -3.09669
H41 0.65881 -4.97881 -3.06679
C32 -2.89719 -0.11461 0.05621
C33 1.19201 -0.77301 -0.21919
H42 0.21371 4.95109 0.72671
H43 -6.52299 -3.68131 -0.27879
H44 2.30541 -4.87601 0.24471
H45 -1.03739 1.41319 -4.58549
Si1 1.99371 -3.35441 -1.70739
H46 -0.60919 3.38969 -1.59059
C34 0.87351 -2.51761 2.75591
H47 -8.08479 -2.97941 -2.11199
H48 3.29341 2.20029 3.26551
S1 -5.66239 -2.21841 2.11871
H49 2.27771 -0.97761 -3.98749
H50 -2.29229 4.56759 -0.18459
H51 0.61971 -3.35921 3.39431
H52 -3.18019 4.78299 2.12951
C35 2.34661 -2.43261 2.60261
C36 -1.64279 3.42079 1.51961

Computed properties:
**ΔE to the lowest compared entry with this formula, charge and spin**: 3.3 kcal per mole
**Frontier orbital gap**: 8.528 eV
**Max |F|**: 1.719 eV/Å
**Highest occupied orbital energy**: -0.4803 hartree
**LUMO**: -4.5 eV
**Charge**: +2

***

[2]
The following is a DFT calculation (ωB97M-V/def2-TZVPD) of C36H53IrN4OP2 as an isolated structure at a distorted geometry.

Cartesian coordinates (Å):
H1 -4.15349 -4.02226 0.85439
C1 0.83522 0.57709 -1.77006
C2 -1.70475 -1.67429 -1.91873
H2 4.63178 0.48127 -3.11819
H3 -2.61389 -2.37238 -3.70497
H4 -4.09104 0.98632 2.53298
C3 3.90032 -0.13178 -2.56838
P1 -2.92381 -0.48038 0.23672
H5 -3.57936 -1.73414 2.83328
C4 0.55792 -2.15655 -1.54940
H6 3.93316 1.91576 0.22706
C5 4.21943 -2.59364 1.38106
N1 0.21252 0.68321 -0.72956
C6 3.35216 -1.38050 1.70909
H7 -6.05581 -2.67844 0.24144
C7 -3.55620 1.69732 1.89121
H8 3.62744 -3.35502 0.85692
H9 5.61374 -1.41635 -0.93649
H10 -2.52896 1.78709 2.26049
H11 0.81142 3.89048 -5.94866
H12 -5.27476 2.47199 -0.15433
H13 2.91151 0.15843 -2.92949
H14 -0.61048 -3.80776 -4.30369
C8 0.65498 3.67922 -3.82484
H15 -5.20137 -2.10462 -1.19315
C9 -3.45960 -3.24921 0.49149
H16 2.60242 -2.27394 -1.62291
C10 4.10095 -0.25204 2.44208
C11 5.47807 -0.35365 -0.69136
H17 1.47038 -3.54598 -2.90852
C12 0.78426 3.18144 -5.12709
H18 -1.40767 0.04653 3.68224
C13 0.90929 0.90783 -4.29625
H19 -3.26688 -3.44979 -0.56888
O1 -1.16165 -2.52912 2.92553
C14 -0.64045 0.80439 3.49692
H20 -5.05706 -0.82171 2.40317
H21 2.02282 3.44630 2.66844
C15 -4.99441 1.40575 -0.14120
H22 -1.56082 2.02408 -0.05444
C16 -1.72622 -2.43120 -3.08024
H23 3.42036 0.56952 2.70267
H24 0.54454 4.74592 -3.60769
C17 1.83233 -1.59974 -1.22026
H25 5.74450 -0.19464 0.35678
C18 3.91925 1.64903 -0.83986
H26 0.67555 3.55117 6.09653
C19 0.81374 1.82556 1.97298
Ir1 -0.74098 -0.53523 0.71874
H27 2.97805 2.00741 -1.27948
C20 -4.12398 -1.87758 0.71281
C21 0.82361 1.39801 -2.97911
H28 -4.04236 2.68224 1.98788
H29 0.62355 3.12576 -1.72766
P2 2.64279 -0.63283 0.01248
C22 -4.47530 -1.72889 2.19980
H30 6.20668 0.21479 -1.29284
C23 -5.40314 -1.87870 -0.13891
C24 -2.81008 -0.68985 -1.60440
H31 -2.68775 2.14228 -1.43012
C25 0.53176 -3.07080 -2.63268
N2 -0.11968 0.86764 2.24155
C26 -1.00447 -1.77053 2.04196
H32 4.74611 2.17153 -1.34265
N3 -0.66322 -1.71745 -1.07193
C27 -2.60346 2.22552 -0.33885
H33 0.98457 -0.16579 -4.47123
C28 0.89784 1.80703 -5.36508
H34 -5.08883 -2.59220 2.49633
H35 1.49775 -1.03970 2.81881
H36 -3.76078 -1.00921 -2.05046
C29 2.20201 -1.85169 2.60157
C30 -0.60090 -3.18098 -3.41751
H37 5.08771 -2.34855 0.76354
C31 4.07452 0.13821 -1.06860
H38 1.74732 4.28152 4.96718
H39 4.07562 -1.18172 -2.82744
H40 -5.08605 1.02912 -1.16994
H41 1.66147 -2.69559 2.15458
C32 0.70081 2.67241 4.23474
C33 -0.25503 1.67454 4.50691
H42 1.19955 1.86728 0.95053
N4 1.08165 3.55741 5.17732
H43 -2.57062 0.29113 -2.05816
H44 0.99136 1.44628 -6.39210
C34 1.25647 2.71946 2.93651
H45 -0.70278 1.57130 5.49323
H46 4.58650 -3.03545 2.31983
H47 4.92990 0.17443 1.86657
C35 0.68884 2.78100 -2.76181
H48 2.60215 -2.20350 3.56765
H49 -2.82138 3.26880 -0.05900
H50 4.51670 -0.64579 3.38213
H51 -5.96921 -0.94561 -0.08678
H52 -5.72366 0.88927 0.49898
H53 -2.52704 -3.36248 1.04782
C36 -3.56597 1.27913 0.41250

Computed properties:
**Frontier orbital gap (spin up / spin down)**: 4.682 / 3.512 eV
**Max |F|**: 5.383 eV/Å
**Highest occupied orbital energy (spin up / spin down)**: -0.4913 / -0.5900 hartree
**LUMO (spin up / spin down)**: -8.7 / -12.5 eV
**2S+1**: 6
**Charge**: +3
**⟨S²⟩**: 8.823

***

[3]
The following is a DFT calculation (ωB97M-V/def2-TZVPD) of C36H53N3O5PSiY as an isolated structure at a distorted geometry.

Cartesian coordinates (Å):
C1 0.03781 -6.11601 0.52962
C2 2.88520 -0.29337 1.24368
H1 -2.41079 3.45101 4.25734
H2 -0.55110 3.44151 -1.65393
H3 1.22532 0.58543 3.50943
H4 -2.77507 4.81937 0.95559
C3 1.74884 -0.31755 3.16575
H5 2.24863 3.58061 -2.14751
C4 3.35840 -0.19653 -0.14442
H6 -2.32028 0.21020 -2.53901
H7 5.09580 0.43938 -3.54116
H8 -6.12793 -2.68515 -1.24000
C5 -0.87787 -3.10493 0.91389
H9 1.91304 -2.92254 2.39886
O1 0.11063 -1.50975 -1.97739
H10 -0.96518 -6.48499 0.71946
C6 2.15983 3.79282 -1.09217
C7 2.48165 5.29638 0.75067
H11 -3.79770 1.65631 0.34434
N1 1.67890 -0.35426 1.69525
O2 3.85540 -0.26243 2.14617
C8 0.95867 -1.33657 5.32773
H12 -1.27023 2.79354 -5.81197
C9 -1.02627 3.22572 -3.73053
H13 -1.52676 -5.35899 -1.95070
C10 2.59602 5.00891 -0.60067
H14 -1.03498 2.48123 3.69341
C11 0.37893 1.70476 -2.49561
H15 3.55963 0.71950 3.91231
H16 5.14982 -1.23399 0.38147
H17 -1.69566 -3.61941 -1.96497
C12 5.25414 -0.49147 -1.61830
C13 -1.65146 3.35127 3.48068
C14 -0.09268 1.30799 -4.82309
H18 0.43742 -0.41544 5.57502
C15 -3.54888 -0.79058 -1.05717
H19 1.85337 4.58645 2.66517
H20 0.78873 -2.20416 -1.97164
H21 -1.63438 4.11674 -3.76110
H22 2.10079 -3.78003 -1.57761
H23 -2.85769 2.98898 -0.38759
H24 0.52256 -6.82256 -0.13558
H25 1.03641 2.41789 1.78932
H26 -3.31536 4.93061 2.62945
H27 2.49166 -4.36055 0.00919
C16 1.92897 4.36268 1.61133
H28 3.02986 5.73275 -1.27371
H29 -0.37865 -1.64126 -2.80139
H30 -4.16777 3.86220 1.51520
C17 3.26387 -0.22127 3.44195
Y1 -0.52657 -0.83178 0.56997
H31 -0.65329 -3.38894 1.94465
H32 -1.94994 -3.29453 0.80928
C18 -5.04572 -2.68104 -1.12857
H33 -4.35684 -0.52350 -3.57183
C19 2.68745 0.51548 -1.15439
C20 -2.96265 0.48229 -1.69283
C21 4.61299 0.25125 -2.59439
O3 -1.26485 1.21098 1.79498
H34 0.41397 -2.16649 5.76854
H35 2.82729 6.24657 1.12878
O4 -3.05968 -1.15288 0.02344
H36 -4.78748 -2.75283 -0.07607
C22 -0.42270 2.84409 -2.54801
C23 1.58844 2.85808 -0.23010
H37 -1.03129 4.24904 3.47087
C24 1.79268 -3.73427 -0.53442
H38 -5.39605 -1.94661 -3.48925
H39 -0.32794 -4.39970 -2.76220
C25 -2.78616 2.01611 0.11465
C26 1.72289 -2.84890 3.46777
H40 0.03151 0.70276 -5.70857
H41 1.09168 -3.68283 3.76100
Si1 -0.01158 -4.36738 -0.21968
H42 2.66214 -2.95055 4.00475
H43 0.01360 -1.52100 3.41101
H44 2.88049 1.35780 -3.11831
H45 1.93763 -2.70998 -0.17744
C27 1.48061 3.14700 1.12453
C28 -5.07889 -1.05303 -2.95337
N2 -4.50893 -1.45264 -1.68572
H46 3.65519 -1.05106 4.03156
O5 -2.11343 1.09857 -0.73674
C29 -2.03853 2.11953 1.44309
C30 -0.97251 -4.42866 -1.88721
H47 -3.73925 1.17285 -2.03432
H48 0.57201 -6.14007 1.47393
C31 1.04485 -1.52461 3.81504
H49 1.09984 0.01584 -3.60981
H50 -5.95947 -0.42144 -2.80526
P1 1.02062 1.22823 -0.85260
H51 1.94570 -1.30061 5.78347
C32 -3.18855 4.25092 1.79096
N3 -2.29133 3.18461 2.18998
H52 6.24545 -0.88069 -1.78880
H53 -4.63116 -3.53952 -1.65849
C33 4.63838 -0.69381 -0.39857
C34 0.50918 0.91994 -3.63777
C35 3.34731 0.75562 -2.35445
C36 -0.84072 2.47131 -4.87814

Computed properties:
**ΔE to the lowest compared entry with this formula, charge and spin**: 15.1 kcal per mole
**Frontier orbital gap**: 8.277 eV
**Max |F|**: 1.459 eV/Å
**Highest occupied orbital energy**: -0.4775 hartree
**LUMO**: -4.7 eV
**Charge**: +2

***

[4]
The following is a DFT calculation (ωB97M-V/def2-TZVPD) of C36H54AlF6N3O6S2 as an isolated structure.

Cartesian coordinates (Å):
O1 3.42939 -2.76754 -1.03731
N1 1.52697 -0.54904 1.48839
F1 4.20433 -0.27992 -3.75342
H1 -2.96012 -2.80625 1.65373
C1 0.47352 -1.56669 1.67392
C2 0.08767 -2.27886 0.42178
H2 -1.85722 5.75209 0.13280
H3 0.70985 -2.25147 2.49356
C3 -0.21269 -3.11377 -2.56032
C4 -4.09781 3.16745 3.24866
H4 1.68087 5.24799 1.31854
C5 -0.71999 -3.36223 0.39763
S1 -1.03006 0.79060 -2.51718
C6 -1.53152 -3.42402 -1.96293
C7 2.85888 -1.18194 1.73675
C8 0.31214 2.27022 1.09979
H5 0.42604 3.34266 -1.62793
C9 1.10760 -4.99930 -3.49067
H6 3.97160 0.23926 2.93881
H7 -3.71517 -5.12850 -1.92227
F2 -1.10046 1.31069 -5.09621
H8 -0.89460 1.04595 4.02603
H9 5.23854 -0.51407 -0.28554
H10 0.53619 -5.70874 -2.88880
C10 -1.35737 3.70476 2.01732
C11 -3.61954 -3.01105 0.80905
C12 -2.89888 2.06703 5.12404
H11 -0.62372 -4.61661 -5.60994
C13 -2.54447 4.48529 4.70362
C14 -0.38010 3.49956 1.05146
H12 -0.42660 -1.01212 1.96321
C15 -0.80975 1.71904 3.18049
C16 1.06251 -2.79975 -4.72175
C17 -0.20134 4.19323 -1.38137
O2 2.81693 -0.38027 -1.31112
C18 4.28353 2.15496 1.45529
H13 4.93017 -0.84670 1.98888
H14 -4.07740 3.93221 2.47132
F3 4.48921 -2.42061 -3.94141
O3 1.16263 1.88192 0.12036
N2 0.26871 -1.48331 -0.71489
H15 5.23089 1.15346 -0.84990
H16 1.13328 -3.20295 -5.73392
H17 -2.51033 5.29689 3.97633
H18 3.06075 -1.86261 0.91382
C19 -0.78932 5.89375 0.31167
H19 1.42613 -5.50773 -4.40352
H20 1.02953 -0.05131 3.47524
H21 -1.99580 2.01175 5.73571
C20 -4.07491 -4.38778 -1.20546
H22 -3.74871 -2.08323 0.24878
H23 0.57468 -1.82634 -4.77453
H24 -1.60142 4.48796 5.25376
F4 0.06701 2.73686 -3.98116
N3 4.16861 0.80751 0.92637
H25 0.06542 5.02116 -2.04386
H26 5.14854 2.27317 2.12859
H27 -0.44156 6.66058 -0.38265
H28 -4.33162 -3.47606 -1.74769
C21 -2.77792 3.12666 4.02903
F5 5.52469 -1.32757 -2.38955
H29 -3.09208 1.07616 4.70719
H30 -0.85414 -3.85659 1.35132
C22 0.26360 -3.77197 -3.84623
C23 -3.05815 -4.11876 -0.09803
H31 -1.93638 4.61508 1.96547
C24 -1.70480 -3.65388 -0.64920
H32 -4.99311 -4.77167 -0.75929
C25 0.00982 4.61114 0.07143
H33 2.76969 -1.79377 2.64497
H34 -3.35146 4.70405 5.40707
H35 -1.63936 -3.38869 -4.84840
H36 1.78243 5.77198 -0.36849
C26 -1.02719 1.98511 -3.94756
C27 4.03082 -0.21976 1.94909
O4 -1.58647 -0.40252 -3.07939
H37 -3.73035 2.31600 5.78600
H38 -0.65714 6.27764 1.32569
C28 1.25784 0.47221 2.53861
F6 -2.09407 2.77700 -3.85503
O5 0.44375 0.67179 -2.23641
S2 2.90771 -1.77482 -1.97477
C29 -2.87727 -5.41309 0.70955
H39 -2.37742 -3.45881 -2.63455
H40 2.08001 -2.66868 -4.36712
H41 6.25504 0.68861 0.53051
H42 -4.29325 2.20842 2.76523
H43 2.17105 1.02579 2.71398
C30 4.38604 -1.40770 -3.07156
H44 2.12376 4.08868 0.05325
H45 -1.24105 3.92509 -1.56724
Al1 1.27242 0.26402 -0.55529
H46 -2.33510 -5.25456 1.64185
H47 4.40323 2.85098 0.62541
H48 -1.51676 -5.01659 -4.14740
C31 0.17000 1.45543 2.22796
H49 -4.93106 3.39141 3.91939
C32 0.24136 -2.17735 -1.79054
H50 -4.59023 -3.31125 1.20907
O6 -1.71117 1.41791 -1.42546
C33 -0.96271 -4.22237 -4.65145
H51 -2.34581 -6.17183 0.13185
C34 5.28283 0.52156 0.03750
H52 -3.85571 -5.81686 0.97399
C35 1.49385 4.94544 0.28510
H53 1.99679 -4.71303 -2.92593
H54 3.37987 2.45542 1.98583
C36 -1.63605 2.82132 3.06252

Computed properties:
**Frontier orbital gap**: 7.632 eV
**Max |F|**: 0.520 eV/Å
**Highest occupied orbital energy**: -0.2931 hartree
**LUMO**: -0.3 eV
**Charge**: 0